Molecular formula: C8H16NO
Method: DFT, ωB97M-V/def2-TZVPD

Geometry as XYZ:
```
26
Properties=species:S:1:pos:R:3
C -3.13134 0.29716 -0.60240
C -1.81916 0.98867 -0.22454
C -0.70981 0.10615 0.46924
O -0.88459 0.09985 1.89635
C 0.51409 0.94044 0.28330
N 1.66031 0.42817 -0.01017
C 2.77327 1.27524 -0.16653
C 1.96093 -0.95203 -0.23735
C 0.80403 -1.87738 0.23835
C -0.51534 -1.29067 -0.20304
H -3.08521 -0.24083 -1.62062
H -3.69591 1.18218 -0.68588
H -3.54010 -0.38666 0.18717
H -1.84611 1.93289 0.58592
H -1.48209 1.52849 -1.11587
H -1.72924 -0.27224 2.13431
H 0.33471 1.91391 0.62120
H 3.66962 0.66896 -0.48656
H 2.97969 1.66402 0.83653
H 2.56864 2.01276 -0.89085
H 2.81763 -1.18742 0.41478
H 2.29906 -1.11801 -1.31818
H 0.89398 -1.86127 1.34024
H 1.02968 -2.79522 -0.32048
H -0.47903 -1.04021 -1.28046
H -1.38772 -2.01694 0.15556
```

HOMO-LUMO gap   10.15 eV
ΔE to the lowest compared entry with this formula, charge and spin   176.0 kJ/mol
Structure (SMILES)   CC[C@]1(O)C=[N+](C)CCC1
Max |F|   3.40 eV/A
E   -12085.064 eV
Net charge   +1

---

Molecular formula: C43H55Br9N4O20
Method: DFT, ωB97M-V/def2-TZVPD

Geometry as XYZ:
```
131
Properties=species:S:1:pos:R:3
C -25.78123 22.72931 -5.79857
C -24.48658 22.76242 -6.28938
C -23.63803 21.69458 -6.04014
C -24.09867 20.61198 -5.31181
C -25.37034 20.60805 -4.76654
C -26.24168 21.64062 -5.05895
N -23.15728 19.53341 -4.99046
O -21.98578 19.70506 -5.28056
O -23.58752 18.55089 -4.43089
H -26.47052 23.52998 -6.02872
H -24.12835 23.52944 -6.96271
H -22.61291 21.69223 -6.38153
H -25.75346 19.78216 -4.18272
H -27.25063 21.67598 -4.67532
C -23.59306 25.37402 -2.57080
C -22.36573 25.29288 -1.92824
C -21.83725 24.06654 -1.55449
C -22.57641 22.93276 -1.82686
C -23.79091 22.97092 -2.49362
C -24.28216 24.20727 -2.88027
N -21.96246 21.60446 -1.66380
O -22.69082 20.63744 -1.66300
O -20.74911 21.55963 -1.54675
H -24.03384 26.32379 -2.84372
H -21.76790 26.18109 -1.75879
H -20.82992 23.96942 -1.17731
H -24.23654 22.04273 -2.81922
H -25.21804 24.21914 -3.42763
C -18.30625 19.74672 -4.17090
C -17.70612 20.75828 -3.43329
C -16.36114 20.70109 -3.09844
C -15.65037 19.59188 -3.52278
C -16.18418 18.62482 -4.36235
C -17.52039 18.72869 -4.70344
N -14.25651 19.43852 -3.07409
O -13.74850 20.36273 -2.46268
O -13.69519 18.39610 -3.32894
H -19.35954 19.79109 -4.41986
H -18.28074 21.54341 -2.95508
H -15.87388 21.40109 -2.43729
H -15.54738 17.84010 -4.73902
H -17.97535 17.97735 -5.33607
C -27.18146 29.05742 -5.08176
C -27.60523 28.96431 -3.76212
C -27.89613 27.72292 -3.21992
C -27.77520 26.58982 -3.99841
C -27.28716 26.67141 -5.29145
C -26.96051 27.90412 -5.83222
N -28.06500 25.29476 -3.38479
O -27.93694 24.30275 -4.09046
O -28.41802 25.27568 -2.23051
H -26.99250 30.00822 -5.56734
H -27.67729 29.86606 -3.17076
H -28.17503 27.69481 -2.17563
H -27.06212 25.80462 -5.89740
H -26.55512 27.91885 -6.83416
C -20.60426 22.46500 -9.25627
C -19.27048 21.89371 -9.66009
O -19.22302 21.81620 -11.09583
C -18.13844 22.28313 -11.70006
O -17.30189 22.99462 -11.22073
O -18.13957 21.84861 -12.96063
C -17.04850 22.25296 -13.77373
H -21.42925 21.89120 -9.67970
H -20.69323 23.49937 -9.59610
H -20.74053 22.47418 -8.17221
H -19.14548 20.87534 -9.28263
H -18.40891 22.46071 -9.31263
H -17.43395 22.34533 -14.78756
H -16.24080 21.52669 -13.73347
H -16.68307 23.23741 -13.48407
C -23.26895 29.29319 -9.57632
C -24.27904 28.32884 -9.00951
O -23.91799 27.02831 -9.53177
C -24.66457 26.01416 -9.10558
O -25.56224 26.08804 -8.30149
O -24.24454 24.90840 -9.70312
C -25.15076 23.80497 -9.67378
H -23.40987 29.34108 -10.65932
H -22.26029 28.91776 -9.40853
H -23.37013 30.30593 -9.19548
H -25.28062 28.57288 -9.36127
H -24.23333 28.28240 -7.92209
H -25.61615 23.70325 -8.69497
H -24.57267 22.90449 -9.85887
H -25.90571 23.94018 -10.44570
C -25.54083 16.70812 -1.27388
C -25.67698 16.44342 -2.75762
O -26.58522 15.36032 -2.89431
C -26.77742 14.85945 -4.10174
O -26.24942 15.23673 -5.11343
O -27.66699 13.87144 -4.00356
C -27.99850 13.23810 -5.22636
H -24.97072 17.59619 -1.01898
H -25.10457 15.82192 -0.80488
H -26.52646 16.78206 -0.80113
H -24.70363 16.11705 -3.12615
H -25.97964 17.32477 -3.32008
H -28.86448 12.60917 -5.03509
H -27.19515 12.61798 -5.61738
H -28.29115 13.99388 -5.95697
C -22.39266 15.63968 -5.21770
C -21.21356 14.80014 -5.65234
O -21.43320 13.44399 -5.25064
C -20.63758 12.53678 -5.80487
O -19.82688 12.73923 -6.66313
O -20.88531 11.35105 -5.24214
C -20.11034 10.27724 -5.71972
H -22.21042 16.67207 -5.50400
H -22.46836 15.61280 -4.12607
H -23.35856 15.29648 -5.58539
H -20.32602 15.14687 -5.11716
H -21.04210 14.87041 -6.72411
H -20.12216 10.16825 -6.80655
H -20.52858 9.36331 -5.30449
H -19.06176 10.35854 -5.42849
C -29.42229 18.50055 -3.01028
Br -28.57711 18.77389 -4.71791
Br -28.44099 19.42409 -1.63811
Br -29.66009 16.63360 -2.56267
H -30.41831 18.91113 -3.05621
C -20.25373 24.64683 -5.21159
Br -18.67913 24.72845 -6.30611
Br -20.59652 22.82101 -4.67679
Br -21.82918 25.25571 -6.15506
H -20.11948 25.25802 -4.33259
C -30.39245 23.21498 -6.61711
Br -32.11479 23.95716 -7.02979
Br -28.96746 24.29968 -7.32363
Br -30.24493 21.36853 -7.13717
H -30.26454 23.22359 -5.54489
```

HOMO-LUMO gap   8.75 eV
Max |F|   1.18 eV/A
E   -722765.194 eV

---

Molecular formula: C6H18N4
Method: DFT, ωB97M-V/def2-TZVPD

Geometry as XYZ:
```
28
Properties=species:S:1:pos:R:3
C -0.85076 0.45988 0.86171
C 0.38300 0.55706 0.14197
C -0.29881 -1.51233 -0.56766
C 0.46749 1.26870 -1.18355
C 1.69183 0.14597 0.77289
C 0.93799 -2.25733 -1.00514
N 0.21447 2.44354 1.47410
N -2.05536 0.61358 0.24315
N -0.81178 0.11948 2.18648
N -1.27613 -1.29244 -1.61328
H -0.77906 -1.98137 0.28927
H -2.88208 0.57792 0.82077
H -2.12517 0.16501 -0.67886
H -0.18878 0.78142 2.66867
H -1.69763 -0.06629 2.63493
H 1.07946 2.96320 1.32047
H -0.49609 3.06458 1.08138
H -0.82695 -1.05621 -2.49333
H -1.86658 -2.10423 -1.78951
H -0.47156 1.74740 -1.46028
H 1.23217 2.04420 -1.12407
H 0.75833 0.58454 -1.98729
H 1.54721 -0.64546 1.50833
H 2.37073 -0.22624 0.00334
H 2.15619 0.99113 1.27919
H 0.67673 -3.22002 -1.47133
H 1.51303 -1.69297 -1.74837
H 1.59811 -2.47271 -0.16397
```

HOMO-LUMO gap   6.77 eV
ΔE to the lowest compared entry with this formula, charge and spin   362.4 kJ/mol
Max |F|   1.96 eV/A
E   -12470.603 eV